# 1
Molecular formula: C6H9N
Method: DFT, ωB97M-V with the def2-TZVPD basis set

```
! RIJCOSX wB97M-V def2-TZVPD def2/J DEFGRID3
* xyz 0 1
H -1.693 1.463 0.409
H 1.781 -1.291 -0.443
C 0.071 -0.547 1.241
N -1.313 -0.147 -0.924
C -0.339 -0.958 -0.197
H 0.592 -1.380 1.735
C 1.168 0.728 -0.381
H 1.392 1.608 -0.979
H 1.346 1.351 1.655
C 0.936 0.667 0.933
C -1.860 0.921 -0.535
H -2.593 1.361 -1.218
C 0.983 -0.679 -0.905
H -0.716 -1.984 -0.286
H -0.787 -0.290 1.873
H 1.033 -0.825 -1.978
*
```

* largest force on an atom: 0.017 hartree/bohr
* frontier orbital gap: 9.98 eV
* relative energy (zero: lowest compared OMol25 entry of this formula, charge and spin): 229.1 kJ/mol
* LUMO: 1.1 eV

---

# 2
Molecular formula: C2H4N4O
Method: DFT, ωB97M-V with the def2-TZVPD basis set

```
! RIJCOSX wB97M-V def2-TZVPD def2/J DEFGRID3
* xyz 0 1
O -2.471 0.543 -0.221
H -1.467 -1.692 0.677
N -0.129 0.893 -0.130
C 0.854 -0.067 0.032
N 2.171 0.296 0.149
H 2.837 -0.400 -0.149
N -0.933 -1.169 0.000
C -1.201 0.154 -0.112
N 0.447 -1.307 0.125
H 2.374 1.239 -0.139
H -2.481 1.510 -0.232
*
```

* largest force on an atom: 0.011 hartree/bohr
* frontier orbital gap: 9.34 eV
* relative energy (zero: lowest compared OMol25 entry of this formula, charge and spin): 31.8 kJ/mol
* LUMO: 0.7 eV

---

# 3
Molecular formula: C39H53ClOP4Ru
Method: DFT, ωB97M-V with the def2-TZVPD basis set

```
! RIJCOSX wB97M-V def2-TZVPD def2/J DEFGRID3
* xyz 2 5
H -1.378 -2.086 -7.273
P 1.623 1.199 -5.520
H 3.720 -2.303 -1.356
C 1.410 -2.899 -5.391
C -0.755 2.894 -4.609
H 1.109 1.443 -1.297
C -1.716 -1.182 -0.387
C -4.620 -1.579 -2.886
H 3.624 -2.828 0.981
H -2.489 -0.577 3.626
C 1.810 -1.612 -5.016
H -0.749 0.181 -6.457
H 6.758 2.703 -5.338
C -1.583 -0.127 4.032
H 0.012 -4.050 -6.563
H -1.170 3.845 1.751
C 5.280 1.304 -5.980
H -1.280 -1.778 2.094
C 0.766 0.360 3.802
H -3.003 0.798 1.964
H -0.426 1.637 6.721
C -1.247 4.350 -6.492
H -1.940 3.836 -0.549
C 5.756 2.341 -5.159
H -4.703 -4.209 -1.250
C -0.513 -1.966 -6.606
H 2.258 -2.686 2.113
H 3.054 2.846 -3.076
C 0.366 2.443 -5.353
P -1.311 1.775 0.553
H -2.288 -3.027 -4.406
H -2.444 4.262 -4.660
H 0.510 -3.411 -1.551
C 3.691 2.469 -3.891
H -1.886 5.085 -6.952
H 1.670 0.350 3.194
H -4.179 -2.976 -0.037
C -0.377 -0.295 3.338
C 2.792 -2.189 1.300
H 3.281 -0.566 -1.388
C -0.431 1.145 5.745
Cl 2.076 1.025 1.026
H -0.527 3.057 -1.329
C 0.925 -3.456 -0.538
H 5.433 3.691 -3.479
H -3.034 -4.293 -0.561
C 5.006 2.900 -4.112
C -0.698 2.862 1.853
H -2.169 2.418 -1.619
H -1.532 0.593 -4.211
C -3.851 -3.617 -0.873
H 1.665 1.548 5.345
H 0.107 -3.668 0.156
H -3.455 0.742 0.249
H 2.007 -3.775 -5.084
C -2.994 1.355 1.025
H -5.338 -2.237 -3.400
H -0.936 2.527 -3.585
H -4.206 -0.841 -3.586
H 3.182 -1.232 1.656
P 1.691 -1.863 -0.114
H -0.918 2.442 2.837
H 2.406 -1.720 -2.429
H 1.613 2.592 -7.112
H 5.868 0.857 -6.778
H -2.517 0.589 5.832
C -1.108 -0.779 -2.766
H -3.581 2.270 1.149
H 0.385 2.954 1.747
C -1.509 2.880 -0.874
H 0.467 -1.937 2.280
C -0.126 -0.026 -1.995
C 2.890 -1.586 -1.455
P -3.282 -2.585 -2.234
H 0.142 4.290 -8.211
H 2.729 -1.457 -4.432
H 3.543 0.058 -6.380
H -3.451 -4.292 -3.900
H -5.131 -1.070 -2.058
C 1.063 -0.488 -5.474
H -2.502 -1.520 0.325
C -1.566 3.879 -5.207
Ru 0.007 -0.217 0.487
C 0.704 2.988 -6.619
C -0.115 3.924 -7.220
C -1.932 -1.461 -1.692
H -0.547 -1.485 -3.414
C 0.284 -3.057 -6.220
C -1.599 0.559 5.243
C 0.745 1.081 4.992
H -1.819 -4.255 -3.175
H 1.664 -4.266 -0.486
C 3.997 0.839 -5.758
C -0.164 -0.698 -6.166
O -1.996 0.087 -3.514
C 0.331 0.724 -1.040
C -0.349 -1.225 2.175
C -2.640 -3.630 -3.557
C 3.177 1.495 -4.793
*
```

* largest force on an atom: 0.134 hartree/bohr
* frontier orbital gap (spin up / spin down): 5.48 / 4.88 eV
* expectation value of S²: 6.07
* relative energy (zero: lowest compared OMol25 entry of this formula, charge and spin): 112.7 kJ/mol
* LUMO (spin up / spin down): -4.9 / -7.1 eV

---

# 4
Molecular formula: C4H12S
Method: DFT, ωB97M-V with the def2-TZVPD basis set

```
! RIJCOSX wB97M-V def2-TZVPD def2/J DEFGRID3
* xyz 0 1
C 1.198 -1.525 0.288
H 0.310 0.858 -1.574
C -3.565 0.738 1.791
H -2.697 2.110 0.300
C -2.536 1.111 0.703
H 0.705 -0.687 -2.271
H -3.273 1.228 2.718
H -1.521 1.039 1.093
H 1.673 0.678 -2.685
H -4.559 1.048 1.474
H 1.157 -2.468 -0.235
H 0.198 -1.181 0.581
C 1.145 0.220 -1.862
H 1.649 -1.602 1.275
S 2.213 -0.288 -0.510
H -3.576 -0.331 1.930
H -2.613 0.393 -0.114
*
```

* largest force on an atom: 0.024 hartree/bohr
* frontier orbital gap: 9.50 eV
* relative energy (zero: lowest compared OMol25 entry of this formula, charge and spin): 22.8 kJ/mol
* LUMO: 1.0 eV

---

# 5
Molecular formula: C21H29N6Tm
Method: DFT, ωB97M-V with the def2-TZVPD basis set

```
! RIJCOSX wB97M-V def2-TZVPD def2/J DEFGRID3
* xyz 2 3
H -1.752 -2.326 1.489
C -1.036 2.938 -2.419
H 0.183 2.014 4.737
H 1.976 -2.572 1.389
C -0.092 2.134 -3.357
H 1.123 0.419 -3.398
H 6.159 0.257 0.363
H 4.857 2.277 0.435
C -4.646 0.497 -0.104
H -1.461 3.460 -0.497
H -1.883 -3.308 -0.453
C -3.282 0.810 -0.188
C 0.019 1.182 4.088
H 2.606 2.239 0.239
C -0.338 -0.864 2.267
C 4.332 -1.035 0.319
C 0.204 -1.148 3.520
C -0.679 -2.070 1.383
Tm 0.089 0.461 -0.198
C 4.434 1.339 0.140
N -0.737 2.986 -0.970
C -2.725 -1.380 -0.761
H -0.987 2.328 2.570
C -0.605 1.384 2.870
H -2.094 2.601 -2.576
H 3.125 1.527 -1.416
C 0.978 -2.472 -0.562
C -5.065 -0.783 -0.530
H 1.090 -0.240 5.298
H 2.909 -3.016 -0.066
C 3.126 1.458 -0.316
H -2.921 1.825 0.106
H 0.344 -2.206 3.792
H -1.228 -2.500 -1.920
H -6.086 -1.085 -0.473
H -0.395 0.070 -3.550
C -1.545 -2.341 -0.889
H -4.348 -2.663 -1.500
H -0.107 -2.920 1.766
C 2.182 -2.286 0.351
N -0.627 0.412 1.874
H -5.359 1.286 0.081
C 2.958 -0.948 0.218
H 0.777 2.809 -3.452
N -2.392 -0.094 -0.571
H 4.976 -1.897 0.316
N -0.380 -1.878 -0.050
N 0.244 0.723 -3.037
C 0.472 -0.109 4.412
H 1.119 -2.163 -1.596
H 0.805 -3.555 -0.592
C 5.092 0.144 0.359
H 0.022 3.693 -0.791
H -0.685 2.171 -4.264
C -4.078 -1.693 -0.944
H -0.983 3.946 -2.805
N 2.316 0.161 -0.137
*
```

* largest force on an atom: 0.095 hartree/bohr
* frontier orbital gap (spin up / spin down): 4.93 / 4.94 eV
* expectation value of S²: 2.00
* LUMO (spin up / spin down): -6.3 / -6.3 eV

---

# 6
Molecular formula: C18H19CuN2O13
Method: DFT, ωB97M-V with the def2-TZVPD basis set

```
! RIJCOSX wB97M-V def2-TZVPD def2/J DEFGRID3
* xyz -3 2
H 2.108 2.931 -2.124
O 0.583 0.244 4.274
O -1.396 -0.400 -2.045
H -1.258 4.249 0.428
H -2.774 2.533 1.593
O -2.604 1.193 0.084
C 1.337 0.684 -2.957
C -1.904 -3.792 -3.251
H 2.428 0.548 -2.947
C -1.709 -2.368 -0.720
C 3.616 -2.736 2.487
C -2.584 2.525 0.507
C 1.137 2.675 -1.688
H -3.705 -0.505 0.074
O 2.439 -3.367 0.612
O 0.031 2.133 3.355
O 1.612 -0.726 0.148
H 3.955 -3.735 2.717
H -2.362 -4.190 0.207
C -1.702 -2.394 -3.262
C 2.811 -2.461 1.365
H -1.611 -1.837 -4.189
O 4.818 -1.908 4.347
N 0.078 0.856 3.323
O -1.519 -1.656 0.288
H 0.123 2.744 1.453
C 2.416 -1.038 1.048
O 4.234 0.662 3.684
H -1.322 3.318 -1.004
Cu -0.425 0.345 -0.158
H 1.102 4.071 -0.085
C -2.072 -3.734 -0.731
C -1.296 3.200 0.083
C -1.618 -1.633 -2.088
H -4.620 0.995 -0.274
C -3.812 0.543 0.332
C 3.832 -0.239 2.962
O -0.425 0.252 2.351
H -3.420 3.120 0.086
C 4.126 -1.718 3.336
H 1.993 2.548 0.288
H -4.161 0.662 1.369
C -2.042 -4.508 -1.902
N -0.105 2.463 0.496
C 1.116 2.968 -0.193
H 0.812 -0.256 -3.087
C 2.965 -0.001 1.819
O -1.978 -4.425 -4.317
O 0.802 1.308 -1.813
H 1.186 1.369 -3.811
O -2.221 -5.742 -1.869
H 2.634 1.012 1.633
H 0.350 3.216 -2.233
*
```

* largest force on an atom: 0.037 hartree/bohr
* frontier orbital gap (spin up / spin down): 4.93 / 4.21 eV
* expectation value of S²: 0.78
* relative energy (zero: lowest compared OMol25 entry of this formula, charge and spin): 61.1 kJ/mol
* LUMO (spin up / spin down): 6.2 / 5.5 eV

---

# 7
Molecular formula: C27H29N7O7P2ReS2Si
Method: DFT, ωB97M-V with the def2-TZVPD basis set

```
! RIJCOSX wB97M-V def2-TZVPD def2/J DEFGRID3
* xyz 2 4
H 15.674 11.452 15.756
C 13.215 7.073 11.659
C 14.895 10.372 7.426
H 6.619 10.803 12.759
H 8.485 8.454 12.618
C 17.763 9.889 10.724
N 9.062 9.253 12.317
H 6.647 13.252 12.427
C 8.641 10.557 11.956
C 13.332 13.402 16.178
C 11.253 7.982 12.152
H 13.904 16.895 10.622
H 12.136 13.342 13.137
H 11.105 10.279 8.482
O 11.719 12.683 13.731
C 15.790 9.564 12.105
C 12.173 10.530 8.188
O 13.068 10.449 13.397
H 13.891 15.135 10.602
C 14.013 12.378 15.277
O 11.708 10.949 15.452
H 17.669 9.109 12.805
H 13.814 17.756 14.808
C 9.780 11.189 11.467
C 10.367 9.099 11.907
H 11.791 10.589 6.113
O 14.735 11.408 16.081
S 12.529 5.939 12.845
H 12.694 14.099 15.642
H 12.487 16.092 11.215
C 17.162 9.429 11.915
Si 14.328 16.043 12.936
C 7.521 11.300 12.397
N 13.226 10.418 9.186
N 12.466 8.159 11.515
H 14.181 10.536 5.439
P 15.229 13.305 14.198
H 10.200 6.350 13.281
S 18.500 10.610 6.232
H 16.745 15.974 12.270
O 14.330 14.361 13.438
H 13.070 16.230 15.032
C 7.506 12.641 12.108
H 8.475 14.298 11.280
H 18.841 10.040 10.642
C 16.312 10.449 7.225
C 13.585 16.010 11.203
O 15.691 12.412 12.893
H 12.468 17.470 13.828
C 8.625 13.262 11.582
C 16.914 10.117 9.632
C 13.339 16.931 14.236
H 10.661 13.187 10.963
H 16.586 16.810 13.865
H 16.464 11.835 12.909
O 16.363 13.705 15.033
C 12.554 10.571 6.912
C 14.540 10.368 8.787
H 14.088 14.028 16.644
C 11.066 6.765 12.811
Re 12.993 10.248 11.157
H 12.670 12.897 16.925
H 15.359 9.467 13.121
N 10.836 10.248 11.328
H 14.258 6.983 11.409
N 14.924 9.858 11.032
N 16.847 10.634 6.019
H 16.193 17.598 12.430
C 13.926 10.425 6.456
C 17.288 10.298 8.230
C 9.816 12.603 11.306
P 12.663 11.524 14.365
C 15.496 10.127 9.831
N 18.519 10.284 7.815
H 11.857 9.974 15.501
C 16.091 16.636 12.892
*
```

* largest force on an atom: 0.067 hartree/bohr
* frontier orbital gap (spin up / spin down): 6.43 / 5.75 eV
* expectation value of S²: 3.90
* relative energy (zero: lowest compared OMol25 entry of this formula, charge and spin): 176.8 kJ/mol
* LUMO (spin up / spin down): -6.1 / -6.3 eV

---

# 8
Molecular formula: C5H12
Method: DFT, ωB97M-V with the def2-TZVPD basis set

```
! RIJCOSX wB97M-V def2-TZVPD def2/J DEFGRID3
* xyz 0 1
H -2.232 0.189 0.904
H 0.217 -0.370 1.420
C -1.979 0.840 0.061
H 1.922 0.112 -1.043
H 0.231 -0.239 -1.452
H 1.737 -2.379 -1.152
H -2.008 0.232 -0.849
H -2.777 1.589 -0.015
C 0.666 0.273 0.666
H 0.254 -2.453 -0.127
C 0.966 -0.231 -0.649
H -0.344 2.112 -0.599
H -0.612 2.135 1.137
H 1.477 0.853 1.104
C 1.234 -1.994 -0.263
H 1.875 -2.160 0.604
C -0.628 1.491 0.254
*
```

* largest force on an atom: 0.122 hartree/bohr
* frontier orbital gap: 10.30 eV
* relative energy (zero: lowest compared OMol25 entry of this formula, charge and spin): 209.7 kJ/mol
* LUMO: 1.3 eV

---

# 9
Molecular formula: C29H48N8O3
Method: DFT, ωB97M-V with the def2-TZVPD basis set

```
! RIJCOSX wB97M-V def2-TZVPD def2/J DEFGRID3
* xyz 0 1
H -3.502 -1.081 4.106
H 5.814 -0.336 1.325
N -3.848 1.327 -3.815
H 4.095 2.198 4.751
N 6.472 -3.176 -0.784
C -3.112 0.294 6.514
C -3.288 -1.950 -2.430
C -5.532 0.977 0.670
H 4.217 -3.421 -4.077
H 0.202 1.217 -4.797
O 6.122 1.144 -2.999
H 4.256 -1.037 -0.462
H 1.465 0.405 4.545
H 3.806 2.728 6.405
C -1.903 -2.332 -2.711
C -3.033 2.053 -4.175
N 2.747 1.635 1.961
H 2.655 -2.783 -4.691
C 4.096 -1.314 -4.055
H -2.336 -2.371 4.398
H -4.062 0.568 6.052
O 2.401 0.061 -5.116
H 6.563 -2.369 -2.930
H 1.369 2.287 6.167
N -1.318 2.019 5.721
H -3.479 -1.008 -2.947
C 5.411 0.502 -3.696
H 4.613 -2.647 2.948
N 2.851 -2.859 -2.614
H 6.291 -2.549 2.405
H -6.490 4.179 0.236
C 3.448 -2.655 -3.954
C -3.551 -1.795 -0.929
H 4.158 -0.399 1.886
H -1.205 0.324 -5.384
H -2.909 -1.009 -0.530
C 3.445 2.066 5.618
N -0.810 -2.603 -2.937
H -5.230 2.213 -1.759
H -0.511 3.213 -6.146
N 6.542 -1.779 -3.757
C -2.726 -1.141 6.134
H -3.228 0.392 7.595
H -6.863 0.569 -0.872
H -1.294 3.121 -3.796
H -5.346 4.603 -1.037
C 5.418 -1.957 2.686
H 0.379 1.685 4.003
H 0.050 0.841 -6.506
H -3.495 -1.812 6.520
C 5.627 -2.572 -0.291
O 4.245 1.011 -4.251
H 3.443 -2.370 -1.950
H -1.780 -0.709 4.227
H -4.579 -1.453 -0.802
H -6.869 2.823 -1.858
C 2.170 1.545 2.952
C -1.986 2.970 -4.627
C -6.069 2.569 -1.160
C -2.578 -1.334 4.630
C 5.385 -0.989 -3.888
H -4.828 3.585 0.303
H 1.905 3.410 4.933
N -4.716 0.609 1.391
H 3.713 -2.413 0.507
C 1.992 2.378 5.278
C 4.562 -1.758 0.300
H -2.460 3.929 -4.843
H -7.435 1.740 0.316
C -0.508 1.131 -5.618
H -3.948 -2.706 -2.863
C 3.398 -0.063 -4.479
H 6.689 -2.342 -4.585
H -1.937 2.347 -6.687
C -2.103 1.260 6.078
H -3.570 -2.923 0.912
H 3.554 1.038 5.969
C -6.565 1.426 -0.266
H -1.793 -1.405 6.636
H 5.679 -1.391 3.581
C -5.661 3.804 -0.367
C 4.996 -1.016 1.565
H -3.978 -3.883 -0.513
C -1.235 2.449 -5.857
C -3.338 -3.081 -0.141
C 1.421 1.443 4.206
H 1.963 -2.362 -2.571
H -2.301 -3.417 -0.207
*
```

* largest force on an atom: 0.017 hartree/bohr
* frontier orbital gap: 9.37 eV
* LUMO: -0.2 eV

---

Q: Which molecular weight values were calculated for the entries above? A: 95.1 100.1 798.3 92.2 534.4 534.9 903.9 72.2 556.8, in g mol⁻¹.